# C19H22NO2

2 unconnected molecules or ions with the total composition C19H22NO2 (the ωB97M-V functional and the def2-TZVPD basis, the Open Molecules 2025 dataset).

Calculated values
- HOMO-LUMO gap (eV) = 6.4
- HOMO energy (hartree) = -0.4270
- charge = +1

Structure (XYZ):
```
44
Properties=species:S:1:pos:R:3:nbo_charge:R:1
C 6.700 2.951 -0.794 -0.260
O 6.231 1.621 -0.794 -0.461
C 4.837 1.478 -0.793 0.393
C 4.313 0.177 -0.792 -0.256
C 2.960 -0.060 -0.791 -0.130
C 2.053 1.009 -0.790 -0.131
C 0.610 0.875 -0.788 0.489
O -0.078 2.075 -0.785 -0.411
C -1.461 2.052 -0.787 0.414
C -2.190 0.837 -0.792 -0.190
C -3.598 0.897 -0.793 -0.128
C -4.256 2.109 -0.789 -0.199
C -3.533 3.293 -0.788 -0.127
C -2.155 3.260 -0.786 -0.266
C -1.453 -0.368 -0.800 0.015
C -0.081 -0.342 -0.792 -0.331
C 2.579 2.307 -0.792 -0.113
C 3.929 2.543 -0.793 -0.306
H 7.790 2.938 -0.793 0.221
H 6.357 3.470 -1.688 0.183
H 6.356 3.468 0.102 0.183
H 5.014 -0.637 -0.791 0.248
H 2.593 -1.070 -0.789 0.221
H -4.159 -0.022 -0.795 0.234
H -5.335 2.144 -0.791 0.242
H -4.043 4.242 -0.790 0.243
H -1.574 4.165 -0.784 0.243
H -1.990 -1.302 -0.824 0.244
H 0.467 -1.267 -0.804 0.254
H 1.879 3.125 -0.792 0.233
H 4.296 3.554 -0.794 0.241
C -3.629 -4.185 2.686 -0.614
C -2.671 -3.585 1.661 -0.041
C -1.685 -4.633 1.154 -0.611
N -1.954 -2.438 2.232 -0.831
H -4.184 -5.030 2.273 0.218
H -3.077 -4.544 3.555 0.219
H -4.351 -3.447 3.037 0.207
H -3.265 -3.220 0.801 0.140
H -2.199 -5.487 0.709 0.220
H -1.010 -4.216 0.406 0.188
H -1.074 -5.005 1.977 0.220
H -1.354 -2.004 1.542 0.335
H -2.606 -1.728 2.543 0.356
```

# C12H24O15Zn2

A molecular structure, C12H24O15Zn2 (the ωB97M-V functional and the def2-TZVPD basis, the Open Molecules 2025 dataset).

Calculated values
- HOMO-LUMO gap (eV) = 1.8
- HOMO energy (hartree) = -0.0602
- charge = -2

Structure (XYZ):
```
53
Properties=species:S:1:pos:R:3:nbo_charge:R:1
Zn -2.088 0.501 -3.452 1.308
Zn 2.174 1.372 -2.304 1.692
C 0.376 -3.661 -3.098 -0.728
C 1.457 -4.414 -2.338 0.738
O 1.940 -5.518 -2.704 -0.772
O 1.849 -3.822 -1.286 -0.817
H 0.176 -4.172 -4.044 0.192
H 0.750 -2.646 -3.253 0.179
H -0.552 -3.541 -2.539 0.219
C -1.465 -2.515 4.027 -0.728
C -2.788 -2.268 4.733 0.741
O -3.478 -1.296 4.334 -0.567
O -3.235 -3.057 5.603 -0.732
H -0.741 -2.748 4.808 0.215
H -1.235 -1.687 3.366 0.225
H -1.626 -3.451 3.487 0.210
C -0.344 -1.181 -0.006 -0.764
C 0.024 -0.417 -1.238 0.887
O -0.781 -0.481 -2.209 -0.900
O 1.128 0.193 -1.173 -0.904
H 0.104 -2.178 0.008 0.296
H -1.426 -1.329 0.043 0.241
H -0.178 -0.643 0.927 0.255
C -0.914 4.244 -1.523 -0.736
C -0.617 2.979 -2.336 0.866
O -1.595 2.430 -2.905 -0.854
O 0.570 2.630 -2.549 -0.905
H -1.951 4.175 -1.197 0.259
H -0.927 5.149 -2.136 0.225
H -0.174 4.388 -0.739 0.262
C -2.151 1.843 1.055 -0.742
C -3.599 1.421 1.342 0.736
O -3.868 0.827 2.409 -0.580
O -4.470 1.741 0.495 -0.716
H -2.003 1.975 -0.013 0.177
H -1.436 1.162 1.521 0.225
H -1.932 2.764 1.602 0.228
C 2.969 -0.005 2.462 -0.736
C 2.758 1.152 3.452 0.734
O 3.799 1.579 4.015 -0.798
O 1.637 1.619 3.837 -0.801
H 3.646 -0.639 3.033 0.225
H 3.396 0.247 1.492 0.183
H 2.053 -0.579 2.310 0.207
O 3.819 0.142 -1.867 -1.013
H 3.770 -0.732 -1.434 0.563
H 4.575 0.090 -2.467 0.505
O -0.805 0.191 -5.012 -1.020
H -0.058 -0.425 -5.092 0.521
H -0.952 0.538 -5.903 0.505
O 1.567 2.930 1.187 -1.000
H 1.226 2.032 1.125 0.479
H 1.629 3.089 2.145 0.516
```

# C36H30N4PtS6Sb

A molecular structure, C36H30N4PtS6Sb (the ωB97M-V functional and the def2-TZVPD basis, the Open Molecules 2025 dataset).

Calculated values
- HOMO-LUMO gap (alpha / beta) (eV) = 6.1 / 5.4
- HOMO energy (alpha / beta) (hartree) = -0.2284 / -0.2507
- spin multiplicity = 4
- expectation value of S² = 3.774

Structure (XYZ):
```
78
Properties=species:S:1:pos:R:3:lowdin_spin:R:1
Pt -0.674 -0.427 0.763 1.278
S -4.729 0.401 2.438 0.320
Sb -2.762 -0.281 3.371 0.264
S -0.975 1.117 2.439 0.450
S -1.920 -2.089 1.988 0.373
N 0.985 -1.318 -0.340 0.070
S 1.362 -2.458 -1.141 0.022
N 0.767 -2.726 -2.667 0.000
S -0.699 -2.695 -3.135 0.000
N -1.420 -1.366 -3.388 0.000
S -2.112 -0.311 -2.292 0.030
N -1.335 0.221 -1.195 0.102
C -2.541 0.929 -3.488 0.012
C -3.858 1.224 -3.806 0.003
C -4.115 2.290 -4.661 0.001
C -3.067 3.036 -5.179 0.002
C -1.750 2.727 -4.844 0.000
C -1.480 1.673 -3.990 0.002
C -3.664 -1.065 -1.857 0.002
C -4.079 -0.787 -0.564 0.009
C -5.247 -1.375 -0.096 0.007
C -5.975 -2.218 -0.923 0.000
C -5.553 -2.481 -2.228 0.000
C -4.387 -1.904 -2.707 0.001
C -1.685 -3.880 -2.255 0.000
C -1.993 -3.617 -0.926 0.005
C -2.767 -4.533 -0.229 0.006
C -3.214 -5.690 -0.860 0.000
C -2.902 -5.935 -2.191 0.000
C -2.137 -5.026 -2.904 0.000
C -0.585 -3.375 -4.753 0.000
C 0.402 -4.307 -5.020 0.000
C 0.470 -4.857 -6.291 0.000
C -0.438 -4.465 -7.267 0.000
C -1.413 -3.518 -6.981 0.000
C -1.491 -2.962 -5.713 0.000
C 1.136 -4.048 -0.359 0.001
C 1.143 -5.255 -1.054 0.000
C 0.889 -6.427 -0.357 0.000
C 0.629 -6.378 1.011 0.000
C 0.626 -5.165 1.689 0.000
C 0.885 -3.984 1.003 0.001
C 3.076 -2.424 -1.609 0.008
C 3.965 -3.424 -1.253 0.002
C 5.316 -3.250 -1.538 0.000
C 5.751 -2.093 -2.167 0.001
C 4.842 -1.097 -2.516 0.000
C 3.497 -1.256 -2.232 0.001
H -4.672 0.647 -3.387 0.000
H -5.140 2.539 -4.914 0.000
H -3.274 3.872 -5.839 0.000
H -0.934 3.317 -5.244 0.000
H -0.466 1.429 -3.691 0.000
H -3.488 -0.141 0.078 0.006
H -5.565 -1.166 0.921 0.003
H -6.884 -2.682 -0.554 0.000
H -6.129 -3.142 -2.867 0.000
H -4.038 -2.102 -3.713 0.000
H -1.661 -2.708 -0.430 0.007
H -3.018 -4.317 0.805 0.007
H -3.819 -6.403 -0.309 0.000
H -3.259 -6.834 -2.682 0.000
H -1.900 -5.210 -3.944 0.000
H 1.115 -4.577 -4.249 0.000
H 1.238 -5.585 -6.522 0.000
H -0.378 -4.892 -8.260 0.000
H -2.109 -3.205 -7.749 0.000
H -2.226 -2.203 -5.469 0.000
H 1.334 -5.270 -2.121 0.000
H 0.880 -7.377 -0.882 0.000
H 0.423 -7.297 1.550 0.000
H 0.407 -5.129 2.750 0.000
H 0.848 -3.016 1.497 0.001
H 3.622 -4.321 -0.753 0.000
H 6.026 -4.020 -1.263 0.000
H 6.807 -1.958 -2.378 0.000
H 5.186 -0.193 -3.002 0.000
H 2.771 -0.484 -2.466 0.000
```